{"formula": "C18H25ClIN5O2P", "method": "ωB97M-V/def2-TZVPD", "elements": ["N", "N", "C", "O", "C", "H", "N", "C", "H", "H", "C", "H", "H", "N", "C", "I", "H", "C", "H", "C", "H", "H", "C", "H", "H", "H", "N", "C", "H", "H", "Cl", "C", "C", "P", "H", "O", "H", "H", "H", "H", "C", "H", "H", "C", "C", "H", "C", "H", "C", "C", "C", "H", "H"], "xyz": [[-0.948, -0.235, -3.830], [2.504, -2.592, 4.018], [1.000, 1.708, 2.551], [3.689, 2.158, 2.786], [1.094, 2.029, 6.826], [-3.471, -3.110, -3.301], [3.859, 0.523, 0.764], [-3.084, -1.321, -4.427], [-2.665, -1.929, -5.236], [-3.617, 1.782, -4.143], [1.887, -1.639, 3.909], [-1.539, -2.846, -1.715], [-2.424, -0.071, -1.340], [0.477, 2.718, 2.555], [1.547, 0.479, 5.074], [-0.939, -0.781, 3.740], [0.373, 2.639, 7.354], [-1.347, -0.216, -1.325], [4.031, 1.462, 0.412], [-2.280, 0.616, -5.792], [-1.046, -2.971, -3.393], [4.301, 2.246, 3.524], [1.612, 0.392, 2.550], [4.250, 1.297, 6.941], [1.220, -0.325, -2.122], [-3.820, 0.618, -2.853], [2.348, 2.084, 7.261], [0.666, -1.261, -2.200], [-1.716, 1.549, -5.810], [1.163, -1.894, -2.935], [1.072, -0.474, 1.083], [2.853, 0.506, 5.550], [-0.803, -1.007, -2.529], [3.517, 0.580, 2.428], [-3.601, -1.654, -2.348], [-0.192, -0.630, -4.673], [-3.296, 0.828, -6.113], [0.741, -1.769, -1.244], [-1.848, -0.067, -6.522], [3.607, -0.099, 5.068], [-3.013, -2.134, -3.133], [4.729, 0.010, 0.687], [-0.408, 1.288, 5.488], [1.183, -0.374, 3.864], [-3.086, 1.071, -3.516], [-2.401, 1.666, -2.913], [0.629, 1.265, 5.765], [-4.120, -1.118, -4.693], [-1.567, -2.330, -2.673], [-2.336, 0.024, -4.385], [3.219, 1.302, 6.622], [-1.135, -0.756, -0.407], [-0.871, 0.761, -1.246]], "mulliken_charge": [0.818, -0.475, -0.089, -0.566, -0.424, 0.428, -0.464, -1.324, 0.417, 0.485, 0.149, 0.441, 0.265, -0.466, 0.646, 0.329, 0.371, -1.863, 0.272, -1.846, 0.418, 0.360, 0.507, 0.402, 0.534, 0.353, -0.598, -1.864, 0.469, 0.423, -0.027, -0.511, 1.764, 0.244, 0.316, -0.364, 0.490, 0.451, 0.406, 0.640, -0.456, 0.311, 0.334, -0.174, -1.676, 0.330, -0.360, 0.394, -1.338, 1.680, -0.476, 0.462, 0.454], "orbital_gap_ev": 4.817, "max_force_ha_per_bohr": 0.099, "total_energy_ha": -2224.04222, "homo_ha": -0.4202, "total_charge": 1}